175
Properties=species:S:1:pos:R:3:mulliken_charge:R:1 method="wB97M-V/def2-TZVPD" smiles="CCCCCCCCN(CCCCCCCC)C(=S)SCCCc1cc(C)c2c(c1CC)C(=O)NC2=O.CCN(CC)CC.CCN(CC)CC.CCN(CC)CC.CCN(CC)CC" gap_ev=6.9
C 1.46 -2.90 4.43 -1.11
C 2.30 -2.23 3.24 0.97
C 2.62 -3.20 2.00 -0.61
C 1.58 -4.40 1.78 -0.32
C 0.05 -3.96 1.60 -1.00
C -0.19 -2.71 0.63 0.70
C -1.58 -1.92 0.97 0.19
C -2.66 -2.07 -0.22 -1.37
N -3.24 -0.78 -0.71 0.60
C -3.86 0.03 0.39 -0.69
C -5.36 0.53 0.01 -0.47
C -6.29 0.74 1.30 -0.83
C -5.57 1.48 2.54 0.05
C -6.49 2.57 3.28 -0.65
C -5.58 3.70 3.98 -0.82
C -4.20 3.18 4.60 0.62
C -4.41 2.21 5.90 -1.12
C -2.31 -0.01 -1.53 -0.11
S -2.83 1.50 -2.10 -0.09
S -0.59 -0.56 -1.98 -0.22
C 0.48 0.87 -1.42 -0.39
C 1.87 0.41 -0.76 -0.83
C 2.03 0.80 0.79 1.29
C 1.66 2.35 1.06 0.35
C 2.30 3.37 0.07 -0.72
C 1.98 4.87 0.21 0.57
C 2.58 5.96 -0.80 -1.34
C 1.04 5.29 1.36 -0.40
C 0.40 4.27 2.34 0.53
C 0.70 2.74 2.22 0.68
C 0.04 1.72 3.25 1.31
C 0.58 2.14 4.74 -1.14
C -0.54 5.06 3.35 0.03
O -1.22 4.69 4.33 -0.50
N -0.52 6.45 2.86 -0.17
C 0.47 6.70 1.79 0.28
O 0.76 7.83 1.32 -0.60
H 1.52 -4.04 4.49 0.22
H 1.83 -2.42 5.41 0.34
H 0.37 -2.52 4.32 0.26
H 3.33 -1.95 3.69 0.49
H 1.77 -1.27 2.93 -0.95
H 3.65 -3.69 2.19 0.37
H 2.78 -2.56 1.05 0.14
H 1.76 -5.18 2.60 0.33
H 1.89 -4.92 0.79 0.00
H -0.49 -4.86 1.12 0.30
H -0.42 -3.85 2.64 0.34
H -0.31 -3.10 -0.43 0.44
H 0.64 -1.92 0.65 -0.89
H -1.34 -0.82 1.14 -0.25
H -2.07 -2.34 1.93 0.42
H -2.29 -2.64 -1.13 0.47
H -3.54 -2.68 0.21 0.37
H -3.96 -0.60 1.34 0.26
H -3.26 0.96 0.67 0.24
H -5.87 -0.27 -0.63 0.16
H -5.33 1.52 -0.57 0.22
H -6.80 -0.23 1.66 0.24
H -7.16 1.43 0.98 0.39
H -4.66 2.02 2.14 -0.03
H -5.25 0.72 3.35 0.26
H -7.14 3.09 2.49 0.35
H -7.19 2.05 4.02 0.27
H -5.30 4.47 3.16 0.25
H -6.16 4.23 4.82 0.34
H -3.66 4.11 5.02 0.31
H -3.50 2.69 3.84 -0.46
H -4.23 2.80 6.87 0.34
H -3.63 1.38 5.81 0.23
H -5.45 1.72 5.90 0.28
H 0.75 1.52 -2.33 0.27
H -0.18 1.52 -0.75 0.16
H 2.73 0.93 -1.32 0.53
H 2.04 -0.72 -0.87 0.58
H 3.09 0.54 1.16 -0.17
H 1.33 0.11 1.37 -1.26
H 3.01 3.01 -0.76 0.14
H 2.78 6.91 -0.20 0.38
H 3.52 5.53 -1.27 0.35
H 1.82 6.18 -1.64 0.20
H 0.38 0.63 3.11 -0.83
H -1.10 1.73 3.26 -0.32
H 0.87 1.18 5.32 0.36
H -0.26 2.62 5.36 0.21
H 1.51 2.79 4.70 0.32
H -0.33 7.14 3.60 0.29
C -1.57 5.13 -2.93 -0.94
C -2.40 5.45 -4.16 -0.48
N -3.84 5.29 -3.97 0.26
C -4.59 5.35 -5.22 -0.69
C -4.59 6.68 -5.98 -0.98
C -4.42 6.02 -2.85 -0.67
C -4.27 7.54 -2.84 -1.05
H -1.76 4.11 -2.58 -0.07
H -0.51 5.21 -3.17 0.41
H -1.77 5.82 -2.11 0.30
H -2.07 4.77 -4.95 0.44
H -2.15 6.46 -4.50 0.24
H -5.63 5.06 -5.03 0.36
H -4.20 4.58 -5.89 0.39
H -5.24 7.42 -5.52 0.22
H -4.97 6.52 -7.00 0.40
H -3.59 7.10 -6.08 0.27
H -3.99 5.63 -1.92 0.27
H -5.49 5.77 -2.77 0.43
H -3.27 7.87 -3.13 0.25
H -4.46 7.92 -1.83 0.39
H -4.99 8.02 -3.50 0.28
C -4.14 -6.15 -4.36 -1.44
C -4.57 -4.70 -4.14 -0.30
N -3.49 -3.73 -4.31 0.31
C -3.86 -2.39 -3.86 -0.24
C -4.97 -1.66 -4.60 -1.40
C -2.78 -3.78 -5.59 -0.62
C -3.59 -3.59 -6.86 -1.05
H -3.32 -6.42 -3.70 0.32
H -4.98 -6.82 -4.15 0.44
H -3.83 -6.33 -5.39 0.31
H -4.94 -4.63 -3.11 0.40
H -5.42 -4.49 -4.80 0.26
H -2.96 -1.75 -3.86 0.20
H -4.14 -2.46 -2.80 0.19
H -4.63 -1.27 -5.56 0.28
H -5.30 -0.80 -4.02 0.44
H -5.85 -2.29 -4.77 0.28
H -2.26 -4.75 -5.65 0.46
H -1.96 -3.05 -5.57 0.30
H -4.54 -4.13 -6.85 0.24
H -3.02 -3.95 -7.72 0.39
H -3.80 -2.53 -7.05 0.28
C 6.25 0.65 2.47 -1.35
C 7.47 1.47 2.07 -0.40
N 7.22 2.42 0.99 0.18
C 8.44 3.01 0.45 -0.67
C 9.26 3.90 1.38 -0.98
C 6.11 3.35 1.19 0.03
C 6.18 4.27 2.40 -1.17
H 5.85 0.10 1.62 0.29
H 6.53 -0.07 3.24 0.47
H 5.45 1.27 2.89 0.26
H 8.24 0.76 1.75 0.45
H 7.86 1.98 2.97 0.27
H 8.20 3.57 -0.46 0.34
H 9.09 2.19 0.11 0.41
H 8.81 4.89 1.50 0.23
H 10.26 4.07 0.94 0.40
H 9.41 3.46 2.37 0.27
H 5.18 2.77 1.25 -0.38
H 5.99 3.96 0.29 0.36
H 6.51 3.76 3.31 0.26
H 5.18 4.67 2.61 0.41
H 6.83 5.13 2.23 0.31
C 6.08 -10.64 -0.43 -1.42
C 4.87 -10.07 0.29 -0.31
N 4.97 -8.64 0.57 0.10
C 3.92 -8.16 1.47 -0.69
C 2.48 -8.21 0.97 -0.86
C 5.25 -7.77 -0.58 -0.68
C 4.26 -7.80 -1.74 -0.91
H 7.00 -10.47 0.14 0.33
H 5.96 -11.72 -0.54 0.43
H 6.21 -10.23 -1.43 0.30
H 4.77 -10.60 1.24 0.42
H 3.97 -10.30 -0.30 0.25
H 4.15 -7.13 1.77 0.35
H 3.98 -8.74 2.39 0.36
H 2.26 -7.42 0.25 0.05
H 1.79 -8.07 1.81 0.39
H 2.23 -9.17 0.52 0.36
H 6.24 -8.03 -0.96 0.36
H 5.36 -6.74 -0.23 0.33
H 3.94 -8.81 -2.00 0.24
H 4.73 -7.37 -2.63 0.38
H 3.38 -7.20 -1.53 0.23